[1]
178
Properties=species:S:1:pos:R:3:lowdin_charge:R:1 method="wB97M-V/def2-TZVPD" charge=0 e_lumo_ev=0.5 homo_energy_ev=-9.42 gap_ev=9.914
C -7.718 -26.993 -0.909 -0.1369
C -6.474 -27.823 -0.577 -0.1617
C -6.215 -27.586 0.932 -0.1669
O -7.437 -27.014 1.408 -0.1579
C -8.033 -26.222 0.456 -0.2066
H -8.525 -27.655 -1.139 0.0899
H -7.603 -26.383 -1.843 0.0902
H -5.539 -27.578 -1.141 0.0952
H -6.683 -28.872 -0.836 0.1076
H -5.402 -26.815 1.034 0.1042
H -6.017 -28.421 1.623 0.1260
H -7.525 -25.272 0.326 0.0935
H -9.153 -26.168 0.597 0.1390
C 4.527 -22.562 -4.136 -0.1551
C 4.062 -21.785 -5.346 -0.1318
C 2.468 -21.986 -5.271 -0.0872
O 2.334 -23.203 -4.509 -0.2158
C 3.593 -23.747 -4.225 -0.2086
H 4.352 -21.874 -3.202 0.1239
H 5.599 -22.802 -4.086 0.1220
H 4.555 -22.012 -6.253 0.1004
H 4.199 -20.766 -5.175 0.0657
H 1.935 -22.186 -6.197 0.1142
H 1.988 -21.187 -4.704 0.1135
H 3.826 -24.315 -5.095 0.1152
H 3.508 -24.343 -3.294 0.1367
C -3.023 -27.653 -5.389 -0.1322
C -4.231 -28.559 -5.855 -0.1235
C -4.964 -28.779 -4.506 -0.2054
O -4.853 -27.507 -3.894 -0.1500
C -3.502 -27.103 -4.077 -0.2110
H -2.870 -26.920 -6.155 0.0914
H -2.146 -28.254 -5.222 0.0834
H -3.973 -29.444 -6.403 0.0995
H -4.902 -27.909 -6.426 0.0900
H -4.359 -29.570 -4.033 0.1157
H -6.057 -29.107 -4.538 0.1463
H -2.823 -27.338 -3.223 0.1282
H -3.519 -26.042 -4.043 0.0819
C 1.167 -29.576 -2.742 -0.1546
C 1.561 -28.184 -2.157 -0.1153
C 0.856 -27.140 -3.111 -0.1700
O 0.139 -27.930 -4.033 -0.1956
C -0.078 -29.225 -3.522 -0.2303
H 0.980 -30.209 -1.860 0.1144
H 1.945 -29.986 -3.374 0.0835
H 2.647 -28.042 -2.199 0.1005
H 1.123 -28.034 -1.109 0.1265
H 1.610 -26.612 -3.664 0.0998
H 0.198 -26.447 -2.600 0.0949
H -0.201 -29.883 -4.418 0.1243
H -0.999 -29.341 -2.893 0.1290
C -2.049 -19.289 -1.758 -0.1559
C -2.016 -19.560 -3.287 -0.1218
C -0.605 -20.005 -3.411 -0.2467
O 0.137 -19.074 -2.655 -0.2053
C -0.677 -18.807 -1.432 -0.1487
H -2.275 -20.173 -1.187 0.0903
H -2.848 -18.584 -1.481 0.1215
H -2.094 -18.686 -3.838 0.0951
H -2.714 -20.329 -3.646 0.1037
H -0.184 -19.986 -4.422 0.1072
H -0.415 -21.080 -3.051 0.1320
H -0.455 -17.694 -1.280 0.1373
H -0.253 -19.320 -0.555 0.1144
C -7.534 -22.026 -2.353 -0.1908
C -6.859 -22.136 -1.027 -0.1396
C -5.674 -21.082 -1.152 -0.1914
O -6.209 -20.084 -1.999 -0.1365
C -6.992 -20.796 -3.018 -0.1548
H -8.617 -21.987 -2.205 0.1171
H -7.376 -22.814 -3.052 0.0754
H -6.563 -23.159 -0.719 0.0951
H -7.554 -21.769 -0.231 0.1205
H -4.792 -21.563 -1.585 0.0913
H -5.438 -20.598 -0.226 0.1096
H -6.287 -21.081 -3.781 0.0878
H -7.751 -20.155 -3.374 0.1107
C -3.016 -24.694 0.948 -0.1713
C -1.686 -23.874 0.754 -0.1170
C -0.855 -25.075 0.334 -0.2369
O -1.600 -25.911 -0.521 -0.1321
C -2.895 -25.907 0.096 -0.2419
H -3.919 -24.103 0.683 0.1125
H -3.138 -25.078 1.966 0.1118
H -1.268 -23.352 1.669 0.1363
H -1.801 -23.208 -0.094 0.0833
H -0.665 -25.664 1.252 0.1352
H 0.016 -24.772 -0.133 0.0772
H -2.974 -26.776 0.770 0.1227
H -3.651 -25.932 -0.666 0.0893
C -2.265 -24.102 -10.181 -0.1280
C -2.050 -22.621 -10.452 -0.1630
C -0.506 -22.456 -10.379 -0.1496
O 0.003 -23.625 -9.666 -0.1720
C -0.780 -24.717 -10.035 -0.1970
H -2.844 -24.499 -10.997 0.0924
H -2.872 -24.222 -9.277 0.0955
H -2.562 -21.972 -9.707 0.1133
H -2.436 -22.342 -11.414 0.0947
H -0.222 -21.535 -9.826 0.1159
H -0.006 -22.442 -11.350 0.1128
H -0.698 -25.411 -9.224 0.0811
H -0.468 -25.226 -10.972 0.1226
C -7.143 -24.439 -5.443 -0.1819
C -6.782 -25.300 -6.655 -0.1545
C -8.093 -26.032 -6.755 -0.2346
O -8.569 -26.343 -5.456 -0.1441
C -7.880 -25.443 -4.510 -0.1623
H -7.789 -23.598 -5.765 0.1219
H -6.250 -24.090 -4.898 0.1027
H -5.929 -25.937 -6.387 0.0977
H -6.495 -24.664 -7.512 0.1209
H -8.051 -27.059 -7.183 0.1308
H -8.820 -25.499 -7.272 0.0933
H -7.182 -26.016 -3.860 0.0940
H -8.617 -24.957 -3.855 0.1089
C 1.355 -28.255 -6.865 -0.1256
C 2.257 -29.415 -6.441 -0.1679
C 3.437 -28.821 -5.648 -0.1967
O 3.312 -27.423 -5.769 -0.1594
C 2.450 -27.109 -6.865 -0.1518
H 0.679 -28.097 -6.056 0.0587
H 0.714 -28.478 -7.732 0.1171
H 2.592 -29.964 -7.363 0.1227
H 1.749 -30.113 -5.816 0.0784
H 4.372 -29.198 -6.148 0.1265
H 3.450 -29.036 -4.579 0.0993
H 3.047 -27.138 -7.738 0.1024
H 2.100 -26.096 -6.671 0.0971
C -0.299 -19.036 -7.572 -0.1579
O -0.483 -18.290 -6.394 -0.1357
H 0.640 -18.824 -8.064 0.0744
H -0.300 -20.119 -7.359 0.0564
H -1.168 -18.781 -8.161 0.0765
H -0.393 -17.335 -6.569 0.0865
C 1.914 -22.782 -1.165 -0.1333
O 1.202 -23.554 -2.127 -0.1466
H 2.152 -21.840 -1.599 0.0520
H 1.281 -22.620 -0.262 0.0862
H 2.902 -23.158 -0.821 0.0865
H 1.545 -23.367 -2.991 0.0050
C -5.269 -20.756 -6.340 -0.1348
O -4.404 -21.005 -5.248 -0.1297
H -5.745 -21.695 -6.683 0.0829
H -5.954 -20.032 -6.050 0.0510
H -4.711 -20.331 -7.210 0.0884
H -3.936 -21.818 -5.389 0.0254
O 1.945 -15.954 -1.433 -0.2710
S 2.370 -15.824 -2.774 0.5218
O 3.016 -14.652 -3.220 -0.2515
O 3.441 -16.976 -2.936 -0.2478
C 3.336 -18.091 -2.045 -0.2650
C 4.345 -19.184 -2.346 -0.0510
C 1.120 -16.320 -3.853 -0.1262
H 2.298 -18.377 -2.042 0.0874
H 3.543 -17.670 -1.033 0.1284
H 4.072 -19.644 -3.304 0.0534
H 4.141 -19.982 -1.631 0.0684
H 5.413 -18.906 -2.251 0.0981
H 1.448 -16.263 -4.879 0.0698
H 0.307 -15.572 -3.645 0.1062
H 0.868 -17.351 -3.612 0.0476
O -2.861 -23.951 -6.252 -0.2894
S -1.523 -23.429 -6.098 0.5564
O -1.076 -22.224 -6.751 -0.2803
O -1.372 -23.039 -4.586 -0.2787
C -1.624 -23.932 -3.424 -0.1555
C -2.958 -23.573 -2.703 -0.0407
C -0.372 -24.719 -6.442 -0.0847
H -0.762 -23.635 -2.823 0.0882
H -1.623 -24.994 -3.740 0.1077
H -2.921 -22.763 -2.004 0.0326
H -3.231 -24.406 -2.012 0.0639
H -3.845 -23.359 -3.393 0.0982
H 0.594 -24.495 -5.982 0.0685
H -0.315 -24.740 -7.522 0.0421
H -0.764 -25.595 -6.017 0.0413



[2]
173
Properties=species:S:1:pos:R:3:lowdin_charge:R:1 method="wB97M-V/def2-TZVPD" charge=+2 e_lumo_ev="-5.6 / -10.2" spin_multiplicity=2 homo_energy_ev="-12.15 / -12.15" gap_ev="6.507 / 1.908" de_lowest_kcal_mol=0.0 s_squared=0.761
C 5.126 -7.326 3.881 -0.1067
C 4.231 -6.303 4.490 -0.2653
C 3.765 -5.074 3.723 -0.2487
C 2.649 -4.219 4.383 -0.2587
P 2.162 -2.727 3.466 1.0656
C 3.714 -1.684 3.437 -0.2628
C 3.636 -0.159 3.118 -0.2103
C 5.014 0.510 2.758 -0.2413
C 6.061 0.545 3.887 -0.1012
C 0.767 -1.919 4.351 -0.2406
C -0.667 -2.345 4.069 -0.2400
C -1.654 -1.697 5.039 -0.2711
C -1.492 -1.973 6.522 -0.0941
C 1.927 -3.192 1.718 -0.2442
C 0.700 -4.115 1.355 -0.2039
C 0.755 -5.340 0.372 -0.2411
C 1.736 -6.381 0.793 -0.1138
H 6.118 -6.927 3.671 0.0758
H 4.722 -7.696 2.938 0.0761
H 5.535 -8.113 4.514 0.0846
H 4.860 -5.794 5.220 0.1148
H 3.352 -6.743 4.962 0.1148
H 3.422 -5.237 2.701 0.0631
H 4.634 -4.494 3.413 0.1091
H 2.905 -3.792 5.353 0.0957
H 1.778 -4.820 4.647 0.1028
H 4.350 -2.198 2.716 0.0869
H 4.239 -1.862 4.375 0.0919
H 3.134 0.316 3.961 0.1122
H 2.937 -0.280 2.290 0.0609
H 4.773 1.565 2.627 0.0978
H 5.499 0.052 1.896 0.0967
H 5.626 0.690 4.876 0.0785
H 6.954 1.148 3.722 0.0799
H 6.363 -0.501 3.824 0.0614
H 0.891 -0.841 4.245 0.0882
H 0.989 -1.795 5.411 0.0964
H -0.914 -3.403 4.166 0.1098
H -1.045 -2.087 3.080 0.1073
H -2.633 -2.036 4.702 0.1119
H -1.715 -0.632 4.814 0.0913
H -1.635 -2.986 6.896 0.0821
H -2.322 -1.392 6.924 0.0755
H -0.595 -1.551 6.977 0.0679
H 2.784 -3.636 1.213 0.0919
H 1.753 -2.207 1.286 0.0640
H -0.020 -3.370 1.016 0.0888
H 0.281 -4.573 2.251 0.0925
H 0.969 -4.890 -0.597 0.0989
H -0.226 -5.806 0.276 0.1113
H 2.156 -6.430 1.797 0.0548
H 2.679 -6.160 0.291 0.0749
H 1.377 -7.377 0.532 0.0852
C 3.502 1.407 -7.538 -0.1017
C 3.718 0.012 -7.004 -0.2355
C 2.740 -0.272 -5.757 -0.1955
C 3.067 0.699 -4.579 -0.2507
P 1.857 0.619 -3.194 1.0528
C 2.725 0.586 -1.634 -0.2503
C 3.241 -0.778 -1.104 -0.1985
C 4.643 -1.138 -1.715 -0.2019
C 4.685 -2.673 -2.152 -0.0731
C 0.730 1.988 -3.480 -0.2748
C 0.125 1.995 -4.857 -0.2163
C -0.760 3.256 -5.122 -0.2284
C -2.096 3.229 -4.432 -0.1036
C 0.921 -0.942 -3.477 -0.2456
C -0.153 -1.194 -2.430 -0.2516
C -1.303 -2.152 -2.688 -0.2460
C -2.349 -2.196 -1.561 -0.1104
H 3.926 2.176 -6.892 0.0643
H 2.417 1.512 -7.560 0.0720
H 4.033 1.326 -8.487 0.0883
H 4.724 0.007 -6.584 0.0997
H 3.828 -0.789 -7.736 0.1104
H 2.748 -1.322 -5.462 0.0994
H 1.715 -0.126 -6.096 0.0861
H 2.956 1.749 -4.849 0.0626
H 3.955 0.517 -3.974 0.0667
H 2.088 0.940 -0.823 0.0884
H 3.535 1.315 -1.656 0.0718
H 2.587 -1.585 -1.434 0.0739
H 3.311 -0.939 -0.028 0.0937
H 5.436 -0.984 -0.984 0.0995
H 4.867 -0.448 -2.529 0.0733
H 3.989 -3.017 -2.916 0.0627
H 4.431 -3.200 -1.232 0.0558
H 5.674 -3.052 -2.406 0.0717
H 1.359 2.874 -3.392 0.0812
H 0.034 1.914 -2.644 0.0914
H -0.332 1.045 -5.133 0.1170
H 0.975 2.024 -5.539 0.0868
H -1.016 3.240 -6.181 0.1094
H -0.198 4.190 -5.111 0.1163
H -2.521 4.231 -4.375 0.0822
H -1.917 2.885 -3.413 0.0466
H -2.850 2.585 -4.884 0.0780
H 1.587 -1.786 -3.300 0.0888
H 0.448 -1.094 -4.447 0.1035
H -0.655 -0.234 -2.307 0.0973
H 0.177 -1.663 -1.503 0.1085
H -1.120 -3.169 -3.035 0.1113
H -1.950 -1.835 -3.506 0.1006
H -3.247 -2.714 -1.897 0.0728
H -2.785 -1.211 -1.392 0.0326
H -2.101 -2.586 -0.574 0.0674
C -6.017 0.511 -3.892 -0.0940
C -4.925 0.295 -2.790 -0.2306
C -5.282 1.119 -1.520 -0.2414
C -4.159 1.137 -0.455 -0.2295
P -4.511 2.357 0.935 1.0365
C -6.273 2.321 1.369 -0.2746
C -6.839 0.930 1.530 -0.2674
C -8.357 0.968 1.468 -0.2628
C -9.036 -0.382 1.165 -0.0909
C -3.635 1.868 2.454 -0.2142
C -3.533 3.040 3.567 -0.2083
C -2.514 2.613 4.650 -0.1934
C -1.061 3.147 4.215 -0.0833
C -4.182 4.052 0.409 -0.2606
C -2.819 4.760 0.507 -0.2116
C -1.868 4.449 -0.680 -0.2506
C -0.573 5.336 -0.719 -0.0781
H -6.005 1.510 -4.327 0.0697
H -7.035 0.343 -3.541 0.0703
H -5.892 -0.141 -4.756 0.0703
H -4.052 0.822 -3.174 0.0868
H -4.748 -0.760 -2.581 0.0969
H -6.298 0.823 -1.260 0.1005
H -5.368 2.134 -1.908 0.1036
H -3.187 1.368 -0.893 0.0812
H -4.036 0.217 0.117 0.0844
H -6.775 2.835 0.550 0.1006
H -6.336 2.947 2.259 0.1072
H -6.637 0.525 2.521 0.1181
H -6.437 0.231 0.796 0.0966
H -8.583 1.665 0.660 0.1055
H -8.780 1.292 2.419 0.1158
H -8.836 -0.589 0.114 0.0703
H -10.101 -0.215 1.326 0.0767
H -8.733 -1.214 1.800 0.0772
H -2.664 1.490 2.136 0.0724
H -4.105 0.959 2.830 0.0977
H -4.484 3.166 4.084 0.0964
H -3.478 4.077 3.237 0.0919
H -2.437 1.531 4.539 0.0702
H -2.755 2.864 5.683 0.1072
H -0.877 4.219 4.143 0.0675
H -0.651 2.583 3.377 0.0437
H -0.255 2.975 4.928 0.0579
H -4.821 4.591 1.109 0.0933
H -4.593 4.157 -0.595 0.1014
H -2.311 4.529 1.443 0.0939
H -2.994 5.836 0.479 0.1201
H -2.417 4.697 -1.589 0.0890
H -1.690 3.381 -0.807 0.0692
H -0.700 6.419 -0.699 0.0811
H -0.125 5.216 -1.705 0.0485
H 0.119 5.010 0.058 0.0634
O -0.340 2.033 0.576 0.0557
C -0.373 0.768 0.944 -0.8627
O 0.464 0.427 1.843 -0.0737
O -1.172 -0.020 0.396 -0.0357
H 0.447 2.533 0.803 0.1021
N 3.922 3.371 -2.786 -0.0993
S 3.392 4.483 -1.673 0.5902
O 2.573 5.607 -2.110 -0.1830
O 4.216 4.638 -0.499 -0.1739
F 2.340 3.440 -1.011 -0.1979
S 5.050 4.227 -3.391 0.5214
O 6.280 4.180 -2.676 -0.0898
O 4.817 5.332 -4.288 -0.1152
F 5.240 2.998 -4.455 -0.1979



> What is the charge in the first record?

0



> The highest charge belongs to which entry?

C49H109F2NO7P3S2



> Among the records above, which one has the highest charge?

C49H109F2NO7P3S2